{
  "formula": "C18H23AsN4PtS2Se",
  "method": "wB97M-V/def2-TZVPD",
  "symbols": ["H", "H", "C", "H", "C", "H", "N", "C", "C", "H", "H", "C", "C", "H", "C", "H", "N", "H", "S", "C", "H", "H", "C", "As", "C", "C", "H", "N", "H", "H", "H", "Pt", "S", "C", "H", "Se", "H", "C", "C", "N", "H", "C", "H", "H", "H", "H", "C", "C", "H", "C"],
  "coordinates": [[0.6613, 3.6894, -3.0167], [3.6521, 5.1989, 0.1794], [4.3609, -0.8007, 3.3641], [-4.3776, -1.8070, -1.7362], [1.4305, 2.9167, -3.0577], [-1.7307, 3.1397, -1.7701], [-1.3511, -2.5552, 1.0386], [-3.0163, -4.6281, -1.3097], [-1.3440, -5.0871, 0.9528], [2.6550, 3.2613, 1.3865], [2.3976, 3.3942, -2.9041], [-2.4870, -3.5833, -0.5678], [-0.3231, 3.8302, -0.2610], [3.4223, 2.7106, -0.0750], [1.1832, 1.8135, -2.0381], [2.6978, 4.8571, -1.2578], [2.2766, -2.5680, 5.7509], [2.0012, 1.0898, -2.0252], [2.7882, 0.2192, 1.4189], [2.1607, -1.9248, 4.8044], [-2.3532, 4.3924, -0.6970], [-0.6791, -2.3451, 1.7874], [2.7131, 4.7690, -0.1719], [0.9672, 2.3598, -0.1801], [-3.3188, -1.5545, -1.7828], [3.0079, -0.6239, 2.9329], [-1.6342, -7.1501, 0.4984], [5.4533, -0.9107, 3.7058], [-0.7083, -5.2569, 1.8108], [-3.6505, -4.4558, -2.1685], [0.1282, 4.5758, -0.9171], [0.5345, 0.5362, 1.3389], [0.3023, -0.8176, 3.1900], [-1.8664, -6.1335, 0.2123], [1.9082, 5.3867, 0.2249], [-1.8074, 0.2532, 0.5145], [-3.0761, -6.7562, -1.4463], [-1.6745, -3.8065, 0.5381], [2.6023, 3.3244, 0.3001], [-2.6051, -2.2022, -0.7011], [-2.9080, -1.8829, -2.7374], [-1.7278, 3.4990, -0.7397], [-0.3461, 4.2535, 0.7450], [1.4270, 2.5063, -4.0685], [-3.1993, -0.4796, -1.6883], [0.2777, 1.2474, -2.2679], [1.9675, -1.1317, 3.6296], [-1.8960, -1.5997, 0.2794], [-2.2080, 2.7461, -0.1201], [-2.6882, -5.9089, -0.8977]],
  "gap_ev": 7.4,
  "molar_mass_g_mol": 708.50,
  "e_above_lowest_kj_mol": 0.0,
  "total_energy_ev": -176103.828
}

{
  "formula": "C18H23B2Cl2N3O6",
  "method": "wB97M-V/def2-TZVPD",
  "symbols": ["C", "C", "H", "N", "C", "H", "C", "C", "N", "C", "H", "C", "C", "O", "C", "H", "H", "H", "C", "O", "H", "O", "C", "H", "H", "C", "H", "H", "C", "C", "N", "H", "O", "H", "C", "B", "O", "H", "H", "H", "H", "H", "C", "O", "H", "C", "H", "H", "Cl", "B", "H", "Cl", "C", "H"],
  "coordinates": [[2.5076, 0.0750, -0.7768], [0.5058, -2.2448, -1.5704], [4.9595, 4.6368, 3.5529], [2.1874, 2.4339, 3.1585], [5.3975, 3.6569, 3.7601], [-0.4952, 3.9327, -1.8617], [2.6378, -0.4578, 0.4627], [5.8743, 3.0334, 2.4556], [-0.7692, -2.7953, -1.9476], [-5.4389, -0.4275, 0.0884], [4.8386, 1.8068, 4.7316], [-1.8262, -1.8437, -2.1389], [1.0525, 0.4136, -1.2078], [1.5488, -2.7827, -1.3727], [4.3938, 2.7805, 4.5114], [-6.1744, 0.7520, -1.6848], [-2.9568, 0.9577, -4.1977], [-4.4296, -0.7224, 0.4839], [-3.1056, -5.4301, -1.1421], [-2.0349, -5.0169, -2.0159], [1.2631, 2.5872, -1.0330], [-2.9776, -2.0512, -2.4058], [0.5427, 1.7764, -1.2835], [1.7351, -0.7056, 2.5043], [-5.9078, 0.3529, 0.7374], [3.1488, 2.5959, 3.7639], [-2.8289, -5.4833, -0.0605], [5.0498, 2.8986, 1.7520], [1.4308, -0.6974, 1.4238], [-1.7504, 0.8800, -1.9697], [-1.3393, 3.3732, -1.6856], [4.1632, 3.2473, 5.4723], [-0.4853, -4.5217, -0.2192], [-1.6209, 3.6562, -0.7402], [-5.2312, 0.2523, -1.3246], [-1.1410, -4.1276, -1.4156], [-4.1833, 1.2527, -1.2440], [-3.4062, -6.4694, -1.4437], [-4.9779, -0.5210, -2.0972], [0.6164, 0.0574, 1.3323], [-0.1705, -5.4314, -0.3553], [6.6140, 3.6786, 1.9783], [0.2029, -0.7235, -1.5354], [-3.7416, 1.1799, -3.6627], [-3.9551, -4.7155, -1.2612], [-1.1877, -0.4494, -1.9033], [6.3373, 2.0600, 2.6327], [0.9753, -1.7081, 1.2231], [3.8725, 0.3505, -1.8858], [-3.3049, 1.1012, -2.3390], [6.2637, 3.8257, 4.4054], [4.2597, -0.9463, 1.0628], [-0.8548, 1.9963, -1.6571], [-6.0837, -1.3283, -0.0548]],
  "gap_ev": 8.4,
  "molar_mass_g_mol": 469.93,
  "total_energy_ev": -62196.378,
  "smiles": "CCOB(O)c1c(N)cc(/C(Cl)=C(\\C)Cl)c2c1C(=O)N(B(O)OC)C2=O.CCCC#N"
}

{
  "formula": "C18H23BN2O8",
  "method": "wB97M-V/def2-TZVPD",
  "symbols": ["H", "C", "H", "O", "C", "H", "H", "O", "H", "C", "H", "H", "O", "C", "O", "C", "H", "C", "O", "H", "H", "O", "H", "C", "B", "C", "C", "H", "H", "C", "H", "N", "H", "H", "O", "C", "N", "H", "C", "C", "H", "C", "H", "C", "C", "H", "H", "H", "C", "O", "C", "H"],
  "coordinates": [[1.1532, 5.0252, -3.8712], [0.8334, 4.8918, -2.8399], [1.4855, 6.8620, -2.2528], [0.4657, 2.7526, -4.5160], [-3.1697, -1.9993, 3.5177], [-4.2374, -2.4419, 3.3317], [-2.6374, -3.5868, 5.2054], [1.9069, -5.4426, -3.5922], [-1.2533, -0.8471, -1.3281], [0.6191, -3.5197, -3.4143], [0.7798, 6.5910, 0.1093], [-1.4100, -2.1204, 5.0312], [-0.5696, 0.9499, 2.5221], [-0.7185, -1.5107, -3.3076], [-0.4880, 1.5592, -2.9412], [-2.5610, -2.4312, 5.0043], [-3.2183, -0.8088, 3.5038], [3.3702, 0.5036, 1.7104], [1.3732, -4.3775, -5.4345], [1.6728, -1.0231, 1.3514], [-1.2325, -0.6900, -3.8031], [-1.6546, -0.0406, 0.5793], [1.4616, 1.3326, 4.6487], [-0.0782, -2.6527, -1.2697], [0.8406, 0.5256, 2.8365], [0.2397, 3.6980, -2.4086], [0.5988, -3.6190, -2.0163], [1.1030, -4.4322, -1.4986], [-0.0941, -2.7173, -0.1839], [-0.0424, -2.4696, -4.0647], [3.6277, 1.6340, 1.5484], [0.0584, 2.5920, -3.3565], [-3.1976, -1.8662, 5.8266], [-0.0389, -2.3831, -5.1493], [-0.8865, -1.5442, 2.4360], [-1.0950, -0.2436, 1.7797], [1.3505, -4.5182, -4.2033], [3.9472, -0.1077, 0.8634], [0.6231, 5.7798, -0.5997], [-2.0665, -2.4175, 2.3392], [-0.6396, 2.6270, -0.7305], [0.0250, 4.5925, -0.1746], [-0.2851, 4.4817, 0.8622], [1.0227, 5.9325, -1.9285], [-0.1721, 3.5459, -1.0775], [1.3674, 0.6918, 0.5515], [-1.6645, -3.5303, 2.4982], [3.7740, 0.1577, 2.7534], [-0.7315, -1.6013, -1.9147], [1.2604, 0.4317, 4.2515], [1.7772, 0.1531, 1.5238], [-2.5950, -2.3686, 1.2914]],
  "gap_ev": 8.9,
  "molar_mass_g_mol": 406.20,
  "total_energy_ev": -39068.239,
  "smiles": "O=[N+]([O-])c1ccccc1.O=[N+]([O-])c1ccccc1.CCCOC(=O)OB(O)CC"
}

{
  "formula": "C18H23Cl2N3O4",
  "method": "wB97M-V/def2-TZVPD",
  "symbols": ["O", "H", "H", "H", "H", "C", "C", "H", "C", "C", "H", "H", "C", "H", "H", "C", "H", "N", "C", "C", "H", "O", "N", "C", "H", "H", "H", "H", "H", "C", "H", "C", "H", "H", "H", "H", "C", "Cl", "O", "H", "N", "C", "Cl", "H", "C", "C", "C", "C", "O", "C"],
  "coordinates": [[1.5768, -0.2481, -0.1248], [1.5455, -3.2890, 0.0828], [-1.5318, 0.8682, 2.0481], [-0.3167, 2.0875, 3.5270], [-0.4254, 4.4028, 0.6512], [-0.7938, 0.3827, 2.6237], [0.4935, -1.4737, 3.3601], [0.3526, 3.6788, -2.7182], [0.8259, 0.6024, 4.4392], [-1.9267, -1.4074, 0.6129], [-0.7216, 0.6683, -0.5115], [-2.8674, -3.3671, -0.0677], [0.5402, 2.4822, -3.3091], [1.7330, -2.5950, -1.3422], [2.0560, -1.1035, 4.7234], [-0.8937, 3.3978, 0.1379], [3.0601, -3.0822, -0.6722], [-1.9883, -0.0397, -2.6055], [0.3032, 1.2679, -1.1444], [-1.9827, -2.6164, -0.4801], [-1.4222, 2.7811, 0.4677], [2.2105, 0.6261, -1.7865], [-0.9968, -1.7122, 1.5468], [2.4736, -1.2603, -0.0620], [0.4278, 2.7204, -4.3700], [2.6721, -1.4102, 0.9972], [-1.0665, -3.1924, -0.6031], [1.6397, 2.2671, -3.2533], [-2.8964, 0.3054, -2.8780], [-1.3644, -1.1566, -2.1605], [-1.0331, 3.8662, -0.9071], [1.2286, -0.7667, 4.1963], [-2.6762, -2.8403, -2.5673], [-0.6166, -2.6564, 1.4646], [3.3877, -0.8179, -0.4926], [1.3340, 3.1719, -0.8518], [-2.6096, -2.0922, -1.8095], [1.2781, -3.3494, 3.0680], [-2.3883, -0.2029, 0.3838], [0.8248, 2.2884, 0.6520], [-1.1645, 1.2224, -3.2307], [-0.3394, -1.0473, 2.2975], [1.8220, 1.8462, 5.4264], [-3.4505, -1.3889, -1.6714], [-0.1035, 1.6236, -2.5187], [2.0963, -2.6314, -0.5147], [1.3956, 0.4953, -1.0652], [0.0657, 1.1896, 3.5020], [-0.1408, -1.1464, -2.2038], [0.3736, 2.6512, -0.2866]],
  "gap_ev": 8.3,
  "molar_mass_g_mol": 416.31,
  "e_above_lowest_kj_mol": 1518.1,
  "total_energy_ev": -56730.269
}

{
  "formula": "C18H23ClN4O2S",
  "method": "wB97M-V/def2-TZVPD",
  "symbols": ["H", "H", "C", "H", "O", "C", "H", "C", "C", "C", "C", "C", "C", "C", "H", "N", "Cl", "H", "S", "H", "H", "H", "H", "C", "C", "C", "H", "O", "N", "C", "H", "H", "C", "C", "C", "H", "H", "H", "C", "C", "N", "H", "H", "H", "H", "H", "N", "H", "H"],
  "coordinates": [[-0.3764, -1.9100, 2.1485], [-2.4127, -1.0788, -3.2956], [2.2883, 0.9849, 3.1893], [-5.1253, -1.2867, -2.2932], [-0.8792, -0.5310, -1.9450], [1.3997, -1.4196, -2.1176], [-1.8780, 1.0151, -4.2344], [-2.2280, 1.0759, -3.2240], [-4.7101, -0.3012, -2.0210], [1.9181, -2.9373, 0.0209], [-4.7328, 0.6871, -3.2202], [-2.1747, -0.3170, -2.5263], [3.5006, 1.0625, 2.5163], [2.4362, -1.5725, 3.4180], [-5.3506, 0.0698, -1.2115], [1.4047, -2.2677, 1.1307], [5.6045, 2.4994, 1.5615], [-0.5297, -1.7698, 0.3309], [1.2163, -3.1482, -1.5960], [0.6774, 2.0663, 4.0879], [2.2276, -1.3411, -2.8307], [1.6628, -0.7983, -1.2555], [-1.5824, 1.8132, -2.7381], [2.2388, 3.4367, 3.4995], [3.4952, 3.4857, 2.8665], [4.1161, 2.3060, 2.3817], [3.8900, 0.1689, 2.0396], [0.0584, -1.0724, -3.9465], [3.1126, -3.3564, 0.3125], [0.0980, -1.5824, 1.2254], [-4.7227, 0.1421, -4.1630], [-3.1107, -1.4395, -1.0100], [-3.6306, 1.7034, -3.2186], [-3.2647, -0.4602, -1.4485], [0.0883, -0.9981, -2.7386], [-5.6671, 1.2474, -3.2035], [-3.7014, 2.3199, -4.1168], [-3.0805, 0.2680, -0.6324], [2.4131, -2.2787, 2.0867], [1.6453, 2.1626, 3.6167], [3.4070, -3.0147, 1.6101], [0.8679, -0.2117, 4.0290], [3.9803, 4.4278, 2.7543], [3.4574, -1.5183, 3.8176], [0.2466, -0.4894, 1.2619], [1.9843, -2.2905, 4.0919], [1.7193, -0.2435, 3.4800], [1.8001, 4.3228, 3.8703], [-3.7970, 2.3694, -2.3606]],
  "gap_ev": 8.6,
  "molar_mass_g_mol": 394.93,
  "e_above_lowest_kj_mol": 152.5,
  "total_energy_ev": -52451.748,
  "smiles": "Cn1c(CNc2cccc(Cl)c2)nnc1SCC(=O)OC1CCCCC1"
}